Entry 1:
The following is a quantum chemistry calculation of C21H34Br34NS as an isolated structure in a non-equilibrium geometry, from the Open Molecules 2025 dataset.

Properties
LUMO level, eV: -2.778
Kohn-Sham gap, eV: 8.40
Total energy, eV: -2416085.48044
HOMO energy, eV: -11.178
Total charge: +1

Element x y z (Å)
Br (-1.441, 3.575, 0.503)
Br (0.351, 4.750, 2.864)
Br (1.637, 10.110, -0.546)
Br (2.215, -7.677, -5.223)
Br (7.071, -3.875, -2.534)
Br (-5.818, -3.316, 3.121)
Br (-3.005, -3.291, 0.060)
Br (8.031, -8.312, -2.378)
Br (3.028, 10.728, -3.369)
Br (-4.041, -5.994, 3.056)
Br (2.354, 8.890, 2.924)
Br (-8.949, -5.358, 6.233)
Br (-6.904, -5.933, 1.614)
Br (-2.140, -1.298, 2.422)
Br (4.296, -5.187, -1.610)
Br (-11.131, -6.172, 4.027)
Br (-0.322, -3.850, 1.727)
Br (1.714, 11.975, 3.512)
Br (-2.232, 2.975, 3.567)
Br (5.921, -3.298, 0.403)
Br (0.076, 9.477, -3.268)
Br (-3.798, 1.126, 5.886)
Br (-5.522, -0.107, 3.487)
Br (-0.440, 9.719, 4.260)
Br (1.902, -10.148, -3.199)
Br (0.847, -7.242, -2.353)
Br (-0.491, -1.014, -1.357)
Br (-1.233, -7.960, 0.710)
Br (-6.341, -0.721, 6.525)
Br (6.306, -9.423, -4.844)
Br (0.565, -10.530, 0.025)
Br (-10.473, -3.080, 4.566)
Br (5.375, -10.028, -1.836)
Br (-2.090, -9.927, -1.670)
S (0.154, 3.088, -1.514)
N (1.088, 6.356, -0.904)
C (-0.389, 1.698, -2.605)
C (-5.833, -5.255, 3.077)
C (4.818, 1.775, -0.068)
C (6.264, -8.777, -3.019)
C (2.158, -8.240, -3.370)
C (1.362, 10.630, -2.390)
C (5.483, -3.667, -1.447)
C (3.261, 0.898, -2.065)
C (0.008, 4.666, -2.516)
C (-2.116, -3.124, 1.772)
C (1.935, 2.982, -1.072)
C (2.874, 2.419, -2.216)
C (-5.557, 0.560, 5.306)
C (-2.357, 1.206, -0.788)
C (-1.222, -9.784, 0.055)
C (-1.437, 4.235, 2.329)
C (-9.779, -4.888, 4.545)
C (-0.171, 5.944, -1.588)
C (4.441, 0.594, -1.050)
C (-1.413, 0.658, -1.944)
C (1.440, 10.146, 4.083)
H (2.325, 4.008, -0.804)
H (0.497, 1.110, -2.987)
H (-2.051, 5.132, 2.344)
H (2.371, 0.244, -1.835)
H (-0.849, 2.163, -3.522)
H (-6.302, -5.591, 3.998)
H (3.622, 0.566, -3.085)
H (3.129, -8.016, -2.940)
H (5.390, 0.245, -1.555)
H (2.032, 2.365, -0.138)
H (4.120, -0.273, -0.401)
H (3.808, 3.041, -2.315)
H (-2.102, 0.333, -2.776)
H (5.676, -7.864, -3.018)
H (-1.802, -10.378, 0.753)
H (3.991, 1.841, 0.701)
H (-0.428, 6.786, -2.299)
H (-3.180, 1.870, -1.190)
H (4.947, -2.802, -1.828)
H (0.939, 11.629, -2.380)
H (1.186, 5.794, -0.051)
H (0.957, 7.321, -0.565)
H (0.951, 4.799, -3.121)
H (-2.899, 0.301, -0.373)
H (1.884, 10.049, 5.069)
H (5.732, 1.480, 0.525)
H (4.985, 2.765, -0.559)
H (-6.194, 1.439, 5.312)
H (-1.820, 1.680, 0.105)
H (-9.001, -4.920, 3.788)
H (-2.682, -3.721, 2.480)
H (-0.873, 4.514, -3.187)
H (2.327, 2.527, -3.199)
H (-1.017, 5.858, -0.863)

***

Entry 2:
The following is a quantum chemistry calculation of C8H3IN2S as an isolated structure in a non-equilibrium geometry, from the Open Molecules 2025 dataset.

Properties
LUMO level, eV: -0.957
Kohn-Sham gap, eV: 7.96
Total energy, eV: -30258.51556
HOMO energy, eV: -8.920
Total charge: 0

Element x y z (Å)
I (-2.525, -2.792, 0.349)
S (2.460, -2.766, 0.648)
N (0.847, -2.916, 0.600)
N (2.653, -1.190, 0.328)
C (-0.259, 0.944, -0.288)
C (0.390, -1.688, 0.308)
C (-1.001, -1.357, 0.139)
C (1.075, 0.665, -0.144)
C (-1.106, 3.429, -0.508)
C (-1.294, -0.060, -0.154)
C (1.416, -0.692, 0.162)
C (-0.703, 2.298, -0.566)
H (-1.455, 4.427, -0.339)
H (1.829, 1.438, -0.258)
H (-2.327, 0.259, -0.278)

***

Entry 3:
The following is a quantum chemistry calculation of C5H10O as an isolated structure, from the Open Molecules 2025 dataset.

Properties
LUMO level, eV: 0.950
Kohn-Sham gap, eV: 9.05
Relative energy (zero: lowest compared OMol25 entry of this formula, charge and spin), kJ/mol: 429.80
Total energy, eV: -7390.31078
HOMO energy, eV: -8.098
Total charge: 0

Element x y z (Å)
O (-1.028, 0.769, -1.869)
C (0.962, 0.010, -0.218)
C (0.110, -1.055, -0.869)
C (-1.648, 0.342, 0.673)
C (-0.529, 0.028, -0.256)
C (1.678, -0.237, 1.098)
H (0.042, -2.109, -0.634)
H (1.895, 0.682, 1.654)
H (-1.442, -0.117, 1.647)
H (-2.581, -0.081, 0.291)
H (1.509, 0.695, -0.874)
H (1.097, -0.902, 1.747)
H (-1.786, 1.417, 0.825)
H (-0.458, -0.213, -1.980)
H (-0.456, 1.507, -2.139)
H (2.635, -0.736, 0.904)

***

Entry 4:
The following is a quantum chemistry calculation of a 2-piece molecular cluster, C2H3ClN2 overall in a non-equilibrium geometry, from the Open Molecules 2025 dataset.

Properties
LUMO level (spin up / spin down), eV: -0.688 / -2.348
Kohn-Sham gap (spin up / spin down), eV: 9.48 / 7.04
Relative energy (zero: lowest compared OMol25 entry of this formula, charge and spin), kJ/mol: 530.18
Total energy, eV: -17619.91382
HOMO energy (spin up / spin down), eV: -10.169 / -9.385
Total charge: 0

Element x y z (Å)
Cl (0.939, 2.022, -2.568)
N (-2.528, 1.616, -1.715)
N (-0.111, 2.018, -1.305)
C (-0.004, -0.094, 0.107)
C (-1.409, 1.874, -1.585)
H (-0.938, 0.103, 0.653)
H (-0.028, -0.900, -0.519)
H (0.916, 0.024, 0.778)

***

Entry 5:
The following is a quantum chemistry calculation of a single C5H4INS molecule in a non-equilibrium geometry, from the Open Molecules 2025 dataset.

Properties
LUMO level (spin up / spin down), eV: 0.346 / -4.049
Kohn-Sham gap (spin up / spin down), eV: 6.64 / 5.63
Spin multiplicity: 3
Relative energy (zero: lowest compared OMol25 entry of this formula, charge and spin), kJ/mol: 279.03
Total energy, eV: -25667.67381
<S²>: 2.0065
HOMO energy (spin up / spin down), eV: -6.293 / -9.681
Total charge: 0

Element x y z (Å)
I (-2.991, 1.226, -0.164)
S (-1.956, -1.867, 0.824)
N (-1.497, -2.221, -1.986)
C (2.409, 0.929, -0.266)
C (0.013, 0.283, 0.600)
C (-1.714, -0.101, 0.948)
C (-1.570, -2.027, -0.875)
C (1.062, 0.593, 0.151)
H (2.445, 1.638, -1.115)
H (-1.799, 0.046, 1.998)
H (2.871, 0.081, -0.807)
H (2.726, 1.420, 0.692)